[1]
C24H50BrClIrP2Si2 | ωB97M-V/def2-TZVPD

Atoms and positions in Å:
Ir (0.0847, -0.0182, 0.0357)
C (2.2179, -0.1670, -2.0317)
C (1.4045, -1.3322, -1.8323)
C (0.0084, -0.8864, -1.9284)
Si (2.0968, -2.9359, -1.2139)
C (0.0352, 0.5627, -2.0550)
C (1.4108, 1.0149, -2.0429)
Si (2.1109, 2.7082, -1.7196)
H (3.3345, -0.1786, -2.1211)
H (-0.8748, -1.4220, -2.1784)
H (-0.8616, 1.0646, -2.4213)
Cl (-2.5811, 0.2774, 1.2377)
C (3.9587, 2.6141, -1.5608)
C (1.5624, 3.8844, -3.0859)
C (3.9466, -2.8271, -1.0671)
C (1.5692, -4.3401, -2.3571)
H (2.1630, 3.6725, -3.9850)
H (1.7468, 4.9292, -2.7850)
H (0.5008, 3.7843, -3.3525)
H (4.2236, 2.0323, -0.6702)
H (4.3765, 3.6252, -1.4662)
H (4.4062, 2.1251, -2.4391)
H (2.1472, -4.2606, -3.2923)
H (0.5002, -4.3263, -2.6122)
H (1.8034, -5.3088, -1.8852)
H (4.4029, -2.5057, -2.0162)
H (4.3522, -3.8120, -0.7963)
H (4.2159, -2.1007, -0.2910)
C (1.3513, 3.1989, -0.0433)
C (1.3217, -3.1115, 0.5151)
P (-0.2680, 2.3628, 0.3070)
H (1.3953, 4.2935, 0.0034)
H (2.0428, 2.8411, 0.7338)
P (-0.3213, -2.2717, 0.6892)
H (2.0096, -2.6184, 1.2174)
H (1.3733, -4.1775, 0.7576)
C (-0.7803, -2.7068, 2.4779)
C (-1.3324, -3.4295, -0.4042)
C (-1.3271, 3.2892, -0.9534)
C (-0.7180, 3.1136, 2.0082)
C (-0.2981, 2.2434, 3.1751)
H (-1.8235, 3.0777, 1.9609)
C (-0.1369, 4.4954, 2.2600)
H (0.9420, 4.3956, 2.3964)
H (-0.5192, 4.8595, 3.2109)
H (-0.3257, 5.2577, 1.4998)
H (-0.8955, 1.3383, 3.1056)
H (-0.5537, 2.7664, 4.1009)
H (0.7774, 2.0318, 3.1865)
H (-0.9449, 2.9872, -1.9434)
C (-1.2531, 4.8180, -0.8241)
C (-2.8093, 2.9275, -0.9429)
H (-0.2456, 5.2350, -0.9100)
H (-1.7119, 5.1385, 0.1196)
H (-1.8525, 5.2783, -1.6234)
H (-2.9689, 1.9629, -1.4316)
H (-3.3093, 3.6928, -1.5497)
H (-3.2408, 2.9422, 0.0652)
H (-0.9257, -3.2974, -1.4210)
C (-2.8258, -3.1349, -0.5048)
C (-1.2286, -4.9027, 0.0196)
H (-0.2146, -5.3109, 0.0170)
H (-1.8147, -5.5258, -0.6700)
H (-1.6864, -5.0453, 1.0061)
H (-3.0072, -2.2799, -1.1587)
H (-3.2981, -3.0290, 0.4769)
H (-3.2682, -4.0233, -0.9807)
C (-0.4617, -1.6012, 3.4566)
C (-0.1485, -3.9882, 2.9926)
H (-1.8832, -2.7299, 2.3894)
H (0.9279, -3.8357, 3.1010)
H (-0.3226, -4.8782, 2.3862)
H (-0.5244, -4.1788, 3.9939)
H (0.5793, -1.2766, 3.4158)
H (-0.6944, -1.9366, 4.4670)
H (-1.1580, -0.8037, 3.1773)
C (-4.3202, -0.0872, 0.3644)
H (-5.1316, 0.2508, 1.0588)
H (-4.3477, -1.1837, 0.2575)
H (-4.1668, 0.5432, -0.5278)
Br (2.0821, 0.1495, 1.4517)

Values from the calculation:
- electronic energy (a.u.) = -5344.58217
- highest occupied orbital energy (spin up / spin down) (eV) = -3.3 / -8.4
- charge = 0
- HOMO-LUMO gap (spin up / spin down) (Eh) = 0.1343 / 0.2463
- spin multiplicity = 6

[2]
C24H50Cl3IrN4O3Si4 | ωB97M-V/def2-TZVPD

Atoms and positions in Å:
Ir (0.7047, 0.1658, 0.2526)
N (2.6318, 0.8718, -1.2548)
C (2.6735, 2.0475, -2.1361)
C (1.4413, 2.0946, -3.0261)
C (0.2003, 2.3889, -2.1770)
O (-0.2324, 3.5456, -2.1557)
O (-0.2920, 1.3852, -1.5470)
H (3.3295, 0.9193, -0.5178)
H (2.8206, 0.0313, -1.7876)
H (3.5782, 2.0609, -2.7527)
H (2.6966, 2.9509, -1.5190)
H (1.3116, 1.1287, -3.5250)
H (1.5513, 2.8799, -3.7728)
Cl (6.1969, -5.0385, 1.6108)
C (5.2175, -3.5938, 1.5356)
C (4.2069, -3.4986, 0.5960)
C (3.4609, -2.3379, 0.5260)
Cl (2.1953, -2.2191, -0.6651)
C (3.6524, -1.2054, 1.3722)
O (2.9853, -0.1221, 1.2897)
C (4.7004, -1.3996, 2.3183)
Cl (5.0282, -0.0830, 3.4105)
C (5.4667, -2.5437, 2.4047)
H (3.9994, -4.3169, -0.0813)
H (6.2517, -2.6149, 3.1447)
C (0.0791, -0.3914, 2.0832)
H (0.8079, -0.7427, 2.8135)
H (-0.8867, -0.1582, 2.5237)
C (1.7690, 5.3145, 2.3958)
N (1.8411, 3.8625, 2.4261)
C (3.1686, 3.3392, 2.1398)
C (0.7708, 3.1630, 1.8725)
N (0.8886, 2.3552, 0.8812)
N (-0.4463, 3.4003, 2.4367)
C (-0.5908, 3.6652, 3.8549)
C (-1.6220, 2.8329, 1.7928)
H (2.1187, 5.7121, 1.4346)
H (2.3997, 5.7286, 3.1849)
H (0.7453, 5.6477, 2.5492)
H (3.8483, 3.6685, 2.9276)
H (3.5662, 3.7026, 1.1804)
H (3.1514, 2.2479, 2.1323)
H (1.7840, 2.4494, 0.4158)
H (0.3714, 3.9071, 4.2945)
H (-0.9955, 2.7844, 4.3651)
H (-1.2821, 4.4963, 4.0155)
H (-1.4129, 2.6712, 0.7372)
H (-2.4599, 3.5258, 1.9003)
H (-1.8929, 1.8740, 2.2424)
C (-0.1348, -4.4554, -0.0235)
Si (-1.5746, -3.2442, 0.1948)
C (-3.0903, -4.1711, -0.4746)
C (-1.8730, -3.1274, 2.0588)
Si (-1.2047, -1.0692, -0.7328)
Si (-3.3061, 0.0179, -0.4427)
C (-4.7696, -0.8775, -1.2615)
C (-3.3753, 1.7770, -1.1198)
C (-3.7600, 0.0251, 1.4069)
Si (-1.2803, -1.4290, -3.0794)
C (-2.5047, -2.7005, -3.7734)
C (-1.6189, 0.1278, -4.1010)
C (0.4263, -2.0864, -3.5942)
H (-0.4278, -5.4743, 0.2491)
H (0.7083, -4.1665, 0.6088)
H (0.2241, -4.4719, -1.0574)
H (-3.2216, -5.1292, 0.0367)
H (-3.0018, -4.3694, -1.5450)
H (-4.0000, -3.5842, -0.3269)
H (-1.9091, -4.1120, 2.5358)
H (-2.8130, -2.6083, 2.2718)
H (-1.0691, -2.5484, 2.5216)
H (-4.6719, -0.8818, -2.3518)
H (-5.7061, -0.3692, -1.0101)
H (-4.8520, -1.9151, -0.9320)
H (-3.7758, 1.7838, -2.1383)
H (-2.3739, 2.2100, -1.1680)
H (-4.0014, 2.4290, -0.5009)
H (-4.3679, -0.8488, 1.6609)
H (-4.3255, 0.9211, 1.6848)
H (-2.8627, -0.0118, 2.0280)
H (-3.5385, -2.4365, -3.5330)
H (-2.3166, -3.6975, -3.3663)
H (-2.4136, -2.7560, -4.8615)
H (-2.6877, 0.2380, -4.3134)
H (-1.0863, 0.1009, -5.0573)
H (-1.3014, 1.0194, -3.5612)
H (0.6646, -3.0146, -3.0645)
H (1.2070, -1.3606, -3.3412)
H (0.4879, -2.2857, -4.6694)

Values from the calculation:
- electronic energy (a.u.) = -4032.17597
- highest occupied orbital energy (spin up / spin down) (eV) = -4.6 / -4.1
- energy relative to the best compared isomer or geometry (same formula, charge and spin) (kcal/mol) = 68.6
- charge = -1
- HOMO-LUMO gap (spin up / spin down) (Eh) = 0.2541 / 0.2362
- spin multiplicity = 2

[3]
C24H50ClF5N6O8 | ωB97M-V/def2-TZVPD

Atoms and positions in Å:
C (4.1005, -0.8059, -0.5635)
O (2.9242, -0.4110, -1.2636)
C (2.4418, -1.2876, -2.2326)
Cl (3.7156, -1.9766, -3.2796)
C (1.5797, -2.3750, -1.5227)
O (1.7523, -3.6583, -2.0553)
C (1.9489, -4.6687, -1.0564)
C (0.0763, -2.0527, -1.6869)
F (-0.2531, -2.0189, -2.9925)
F (-0.6406, -3.0522, -1.1130)
C (-0.4477, -0.7273, -1.0416)
F (-1.5197, -0.2819, -1.7066)
F (0.4669, 0.2347, -1.0837)
F (-0.8027, -0.8992, 0.2325)
H (4.1197, -0.2285, 0.3650)
H (4.9987, -0.5500, -1.1308)
H (4.1253, -1.8704, -0.2971)
H (1.8204, -0.7056, -2.9154)
H (1.8485, -2.3784, -0.4599)
H (2.3548, -5.5438, -1.5722)
H (2.6386, -4.3417, -0.2755)
H (0.9901, -4.9719, -0.6264)
C (-1.7259, -7.4358, 2.1821)
C (-1.0673, -6.2393, 1.5341)
O (-0.5127, -6.3102, 0.4522)
N (-1.1076, -5.0567, 2.2082)
C (-1.7103, -4.7738, 3.4938)
H (-1.6019, -8.2875, 1.5206)
H (-1.2647, -7.6636, 3.1444)
H (-2.7907, -7.2586, 2.3368)
H (-0.6521, -4.3014, 1.7178)
H (-2.4832, -4.0094, 3.3963)
H (-0.9584, -4.4114, 4.1981)
H (-2.1636, -5.6698, 3.9055)
C (-5.1652, 2.8476, -1.0570)
C (-4.4505, 3.7033, -0.0362)
O (-5.0240, 4.5821, 0.5884)
N (-3.1287, 3.4651, 0.1601)
C (-2.2730, 2.4917, -0.4904)
H (-6.2029, 3.1639, -1.0959)
H (-4.7196, 2.9672, -2.0454)
H (-5.1248, 1.7937, -0.7795)
H (-2.7118, 4.0646, 0.8530)
H (-1.8429, 1.8272, 0.2604)
H (-1.4588, 3.0133, -0.9958)
H (-2.8194, 1.9001, -1.2158)
C (4.3842, 3.8546, -0.1358)
C (4.0597, 2.7449, 0.8336)
O (4.9267, 2.0148, 1.2968)
N (2.7633, 2.5552, 1.1840)
C (1.5636, 3.2530, 0.7534)
H (5.4558, 3.8474, -0.3093)
H (3.8668, 3.7047, -1.0839)
H (4.0952, 4.8240, 0.2722)
H (2.6468, 1.7945, 1.8345)
H (1.0490, 3.6964, 1.6020)
H (0.8906, 2.5445, 0.2646)
H (1.8060, 4.0385, 0.0454)
C (-0.9345, 3.4395, -3.9557)
C (0.2330, 3.0503, -4.8355)
O (1.2961, 3.6444, -4.7915)
N (0.0527, 2.0017, -5.6817)
C (-1.1292, 1.1812, -5.8591)
H (-0.6312, 4.2764, -3.3339)
H (-1.7913, 3.7427, -4.5594)
H (-1.2260, 2.6073, -3.3141)
H (0.8661, 1.7911, -6.2387)
H (-0.9081, 0.1365, -5.6336)
H (-1.4868, 1.2423, -6.8883)
H (-1.9233, 1.5136, -5.1986)
C (-1.4364, 6.8762, 0.1089)
C (-1.7204, 5.8240, 1.1551)
O (-0.8260, 5.1737, 1.6761)
N (-3.0177, 5.6171, 1.5021)
C (-4.2084, 6.2693, 0.9888)
H (-0.3635, 6.9122, -0.0527)
H (-1.9268, 6.6314, -0.8339)
H (-1.7799, 7.8566, 0.4400)
H (-3.1359, 4.9183, 2.2186)
H (-4.7381, 6.7822, 1.7924)
H (-4.8849, 5.5353, 0.5481)
H (-3.9416, 6.9980, 0.2303)
C (2.3338, -6.5236, 3.1892)
C (2.5850, -5.0507, 2.9693)
O (2.9786, -4.6198, 1.8983)
N (2.3501, -4.2095, 4.0124)
C (1.8839, -4.5403, 5.3438)
H (2.5621, -7.0464, 2.2658)
H (2.9673, -6.9134, 3.9870)
H (1.2888, -6.7030, 3.4472)
H (2.5422, -3.2424, 3.8017)
H (0.9440, -4.0290, 5.5608)
H (2.6173, -4.2377, 6.0928)
H (1.7227, -5.6096, 5.4328)

Values from the calculation:
- electronic energy (a.u.) = -2834.31289
- highest occupied orbital energy (eV) = -7.0
- charge = 0
- HOMO-LUMO gap (Eh) = 0.2675

[4]
C24H50ClIMoP2Si2 | ωB97M-V/def2-TZVPD

Atoms and positions in Å:
Mo (-0.0324, -0.3289, -0.5243)
C (0.2666, -0.5344, -2.7368)
C (-0.6541, 0.5296, -2.4848)
C (0.0915, 1.5347, -1.7506)
Si (-2.4763, 0.4374, -2.8953)
C (1.4067, 1.0576, -1.5281)
C (1.5253, -0.2669, -2.1187)
Si (2.9026, -1.5251, -1.9894)
H (0.0240, -1.4438, -3.2699)
H (-0.2850, 2.5049, -1.4381)
H (2.1965, 1.5992, -1.0209)
Cl (-0.1698, 1.3815, 4.0126)
C (2.5102, -2.9063, -3.1642)
C (4.5254, -0.7041, -2.3709)
C (-2.7205, -1.0041, -4.0377)
C (-3.0203, 2.0456, -3.6517)
H (4.5649, -0.5527, -3.4607)
H (5.3604, -1.3616, -2.0852)
H (4.6585, 0.2729, -1.8863)
H (1.5854, -3.4287, -2.8755)
H (3.3559, -3.6117, -3.1680)
H (2.3850, -2.4849, -4.1731)
H (-2.6063, 2.0832, -4.6709)
H (-2.6747, 2.9369, -3.1104)
H (-4.1177, 2.0760, -3.7260)
H (-2.0734, -0.8687, -4.9175)
H (-3.7733, -1.0190, -4.3605)
H (-2.4640, -1.9547, -3.5457)
C (2.9017, -2.2423, -0.2189)
C (-3.4409, 0.0791, -1.2857)
P (2.2647, -0.9848, 0.9565)
H (3.9201, -2.5929, 0.0295)
H (2.2230, -3.1132, -0.2005)
P (-2.5300, 0.7714, 0.1498)
H (-3.5076, -1.0159, -1.1611)
H (-4.4668, 0.4783, -1.3820)
C (-3.5840, 0.3743, 1.6554)
C (-2.8774, 2.6371, -0.0625)
C (3.7507, 0.2103, 1.0539)
C (2.3379, -1.7951, 2.6515)
C (0.9297, -2.1467, 3.1312)
H (2.7538, -1.0193, 3.3178)
C (3.2388, -3.0265, 2.7148)
H (2.8844, -3.8133, 2.0371)
H (3.2127, -3.4298, 3.7351)
H (4.2854, -2.8111, 2.4786)
H (0.3170, -1.2577, 3.3120)
H (0.9938, -2.6999, 4.0799)
H (0.4074, -2.7809, 2.4017)
H (3.8329, 0.5795, 0.0209)
C (5.0690, -0.4594, 1.4444)
C (3.4913, 1.4098, 1.9695)
H (5.3631, -1.2815, 0.7805)
H (5.0423, -0.8223, 2.4803)
H (5.8667, 0.2970, 1.3914)
H (2.7598, 2.1071, 1.5466)
H (4.4288, 1.9707, 2.0988)
H (3.1496, 1.1090, 2.9704)
H (-2.4036, 2.8635, -1.0293)
C (-2.2019, 3.4942, 1.0114)
C (-4.3625, 2.9922, -0.1453)
H (-4.8988, 2.4741, -0.9493)
H (-4.4467, 4.0710, -0.3465)
H (-4.8726, 2.8055, 0.8091)
H (-1.1127, 3.5203, 0.9013)
H (-2.4427, 3.1577, 2.0305)
H (-2.5572, 4.5313, 0.9172)
C (-2.9284, -0.7307, 2.4837)
C (-5.0265, -0.0018, 1.3243)
H (-3.5897, 1.3043, 2.2499)
H (-5.0693, -0.9033, 0.7009)
H (-5.5776, 0.7967, 0.8173)
H (-5.5576, -0.2188, 2.2597)
H (-2.7380, -1.6250, 1.8750)
H (-3.5977, -1.0158, 3.3088)
H (-1.9800, -0.4113, 2.9281)
C (0.2058, 1.6287, 2.3155)
H (0.6109, 2.6242, 2.1000)
H (-0.7158, 1.4669, 1.7318)
H (0.9307, 0.8562, 2.0071)
I (-0.9770, -2.8751, -0.4494)

Values from the calculation:
- electronic energy (a.u.) = -3032.34663
- highest occupied orbital energy (spin up / spin down) (eV) = -6.5 / -6.0
- charge = 0
- HOMO-LUMO gap (spin up / spin down) (Eh) = 0.2607 / 0.2297
- spin multiplicity = 3

[5]
C24H50ClO5P | ωB97M-V/def2-TZVPD

Atoms and positions in Å:
C (6.4479, -8.0632, -2.9465)
C (5.5472, -7.7699, -1.7527)
C (4.3970, -6.8108, -2.0688)
C (3.5517, -7.1024, -3.3081)
P (2.2808, -8.4222, -3.3375)
Cl (3.3219, -10.1769, -2.9517)
H (7.3129, -8.6540, -2.6417)
H (5.9254, -8.6200, -3.7250)
H (6.8240, -7.1343, -3.3838)
H (6.1515, -7.3068, -0.9673)
H (5.1661, -8.7013, -1.3349)
H (3.7279, -6.7524, -1.2041)
H (4.8066, -5.8077, -2.2133)
H (2.9185, -6.2210, -3.4873)
H (4.1649, -7.1957, -4.2078)
H (1.8502, -8.2062, -2.0041)
C (3.8926, -1.4861, -2.0254)
C (2.7309, -2.2187, -1.3564)
C (2.4731, -3.3425, -2.3496)
O (3.7375, -3.6539, -2.9435)
C (4.6909, -2.6443, -2.6087)
H (4.4792, -0.8789, -1.3371)
H (3.5226, -0.8387, -2.8232)
H (3.0503, -2.6306, -0.3958)
H (1.8538, -1.5969, -1.1865)
H (1.7777, -3.0264, -3.1344)
H (2.0772, -4.2462, -1.8813)
H (5.3976, -3.0458, -1.8729)
H (5.2459, -2.3794, -3.5098)
C (-2.0869, 0.7165, 0.0056)
C (-1.2316, 0.8589, 1.2609)
C (-0.2541, -0.2974, 1.0995)
O (-0.0689, -0.4689, -0.3086)
C (-1.0460, 0.2981, -1.0213)
H (-2.5881, 1.6451, -0.2591)
H (-2.8355, -0.0695, 0.1347)
H (-0.7114, 1.8170, 1.2460)
H (-1.7983, 0.8027, 2.1898)
H (-0.6573, -1.2245, 1.5220)
H (0.7198, -0.1077, 1.5551)
H (-0.5593, 1.1740, -1.4636)
H (-1.4508, -0.3176, -1.8259)
C (1.3013, 4.1659, 5.4407)
C (2.2285, 3.0954, 4.8682)
C (1.2577, 2.2632, 4.0401)
O (0.2543, 3.1683, 3.5753)
C (0.3649, 4.4141, 4.2654)
H (1.8206, 5.0683, 5.7601)
H (0.7449, 3.7700, 6.2925)
H (2.9818, 3.5530, 4.2237)
H (2.7400, 2.5079, 5.6290)
H (0.7847, 1.4839, 4.6473)
H (1.7260, 1.7902, 3.1758)
H (0.7770, 5.1692, 3.5858)
H (-0.6332, 4.7335, 4.5698)
C (-1.7499, 6.0507, 1.5203)
C (-2.8510, 5.2875, 2.2544)
C (-3.2794, 4.2762, 1.2001)
O (-2.1121, 3.9931, 0.4238)
C (-1.0797, 4.9314, 0.7335)
H (-1.0577, 6.5653, 2.1866)
H (-2.1856, 6.7879, 0.8426)
H (-2.4355, 4.7720, 3.1230)
H (-3.6753, 5.9162, 2.5878)
H (-4.0568, 4.6843, 0.5493)
H (-3.6488, 3.3427, 1.6281)
H (-0.3136, 4.4294, 1.3332)
H (-0.6276, 5.2701, -0.2002)
C (-7.9538, 2.3884, -1.2506)
C (-6.6950, 2.7903, -2.0169)
C (-6.2107, 3.9814, -1.2000)
O (-6.6028, 3.7259, 0.1491)
C (-7.5201, 2.6317, 0.1895)
H (-8.2621, 1.3587, -1.4260)
H (-8.7848, 3.0457, -1.5142)
H (-5.9593, 1.9841, -1.9832)
H (-6.8778, 3.0439, -3.0600)
H (-6.6766, 4.9128, -1.5397)
H (-5.1272, 4.1056, -1.2330)
H (-7.0142, 1.7523, 0.6028)
H (-8.3467, 2.8962, 0.8501)

Values from the calculation:
- electronic energy (a.u.) = -2122.13344
- highest occupied orbital energy (eV) = -8.9
- charge = 0
- HOMO-LUMO gap (Eh) = 0.3545

Question: Which of these has the lowest charge?
Answer: C24H50Cl3IrN4O3Si4

Question: The lowest electronic energy belongs to which entry?
Answer: C24H50BrClIrP2Si2

Question: electronic energy of number 5 (C24H50ClO5P)?
Answer: -2122.13344 a.u.